1.
Below is a cluster of 6 separate species, C24H38Cl6F16O2 in total, with properties calculated with ωB97M-V with the def2-TZVPD basis set.

For the strongest force on any atom, the calculation gives 1.4 eV/A. For the HOMO-LUMO gap, the calculation gives 0.413 hartree. The SMILES is FC(F)C(F)(F)COC(F)(F)C(F)F.FC(F)C(F)(F)COC(F)(F)C(F)F.ClC(Cl)Cl.ClC(Cl)Cl.CCCCCC.CCCCCC. As for the HOMO energy: -11.0 eV. The calculation puts the total energy at -148214.518 eV.

Geometry as XYZ:
```
86
Properties=species:S:1:pos:R:3:forces:R:3
C -0.800 -1.206 -1.030 -0.39 -0.66 -0.58
C 0.465 -0.711 -0.378 -0.16 0.16 -0.16
C 0.311 -0.080 1.020 0.70 0.52 0.20
F -0.497 1.015 0.992 0.00 -0.41 -0.09
F -0.193 -0.968 1.910 -0.04 0.04 -0.38
F 1.361 -1.729 -0.298 -0.26 -0.03 0.29
F 1.035 0.223 -1.191 -0.11 0.10 0.28
O -1.645 -0.082 -1.243 -0.16 -0.12 -0.12
C -2.980 -0.283 -1.161 0.14 0.67 -0.56
C -3.615 1.070 -1.510 -0.54 0.64 0.04
F -3.347 1.429 -2.797 0.05 -0.37 0.59
F -4.976 1.013 -1.386 0.53 -0.28 -0.05
F -3.432 -1.249 -1.995 0.14 -0.16 -0.05
F -3.351 -0.652 0.078 -0.14 -0.09 0.25
H -1.308 -1.997 -0.474 0.23 0.23 0.39
H -0.543 -1.650 -1.997 0.17 0.15 0.04
H 1.298 0.262 1.356 -0.09 -0.20 0.06
H -3.232 1.829 -0.818 -0.07 -0.04 -0.17
C -5.871 3.000 1.937 -0.45 -0.36 0.42
C -4.986 1.855 2.412 -0.38 0.36 -0.87
C -5.166 1.592 3.910 0.19 -0.63 0.86
F -5.047 2.784 4.575 -0.12 -0.60 -0.29
F -6.383 1.036 4.212 0.44 0.69 -0.55
F -5.277 0.727 1.708 0.07 0.18 0.44
F -3.667 2.129 2.177 -0.23 -0.09 0.28
O -5.718 3.185 0.548 0.06 0.16 -0.51
C -6.715 3.921 -0.034 0.41 -0.85 0.41
C -6.380 4.040 -1.524 0.45 0.49 -0.33
F -7.281 4.830 -2.154 0.06 -0.02 0.30
F -5.151 4.621 -1.626 -0.35 -0.10 -0.04
F -7.907 3.277 0.087 -0.08 0.18 -0.06
F -6.847 5.105 0.590 -0.12 0.19 -0.29
H -5.642 3.909 2.488 0.09 -0.02 0.01
H -6.897 2.682 2.145 0.02 0.11 0.16
H -4.419 0.876 4.281 0.05 0.38 -0.15
H -6.358 3.075 -2.028 0.00 -0.12 0.23
C 5.335 1.434 5.437 -0.51 0.27 0.61
C 4.731 0.105 5.888 0.18 -0.39 0.17
C 4.064 -0.690 4.769 -0.15 0.07 0.04
C 4.896 -0.967 3.520 -0.34 0.38 -0.40
C 4.126 -1.813 2.519 -0.33 -1.12 0.10
C 4.834 -2.180 1.225 0.16 0.98 -0.98
H 6.292 1.341 4.929 -0.15 -0.05 -0.32
H 5.494 2.113 6.279 0.16 -0.25 0.15
H 4.583 1.966 4.847 0.29 -0.07 -0.44
H 5.461 -0.538 6.390 0.19 0.19 -0.04
H 3.954 0.290 6.635 0.06 0.11 0.05
H 3.174 -0.106 4.501 0.01 -0.15 -0.35
H 3.678 -1.636 5.161 0.07 -0.01 0.09
H 5.100 -0.008 3.032 0.28 -0.03 0.05
H 5.855 -1.450 3.725 0.01 0.07 0.25
H 3.898 -2.795 2.953 -0.20 0.25 0.42
H 3.144 -1.376 2.316 0.10 0.22 -0.03
H 4.140 -2.189 0.380 -0.18 -0.43 0.17
H 5.539 -1.410 0.888 0.22 -0.08 0.36
H 5.350 -3.137 1.265 0.06 0.04 0.06
C 1.913 -4.269 -4.340 0.00 0.12 -0.13
C 2.887 -3.507 -3.440 -0.05 -0.25 0.03
C 3.882 -2.583 -4.150 0.04 -1.09 0.29
C 3.247 -1.615 -5.125 0.13 0.39 0.17
C 4.230 -0.571 -5.638 -0.37 0.36 -1.11
C 3.587 0.428 -6.626 0.21 0.30 0.81
H 1.306 -3.516 -4.849 -0.31 -0.28 -0.01
H 1.288 -4.926 -3.735 -0.21 0.19 -0.01
H 2.329 -4.914 -5.119 0.45 0.18 0.09
H 2.240 -2.935 -2.766 0.24 0.17 0.11
H 3.460 -4.196 -2.813 -0.09 -0.04 0.01
H 4.594 -3.242 -4.664 -0.04 0.14 -0.25
H 4.497 -2.125 -3.369 -0.19 0.50 -0.13
H 2.853 -2.161 -5.987 0.02 -0.06 0.00
H 2.374 -1.139 -4.663 0.08 0.12 0.07
H 4.672 0.042 -4.852 0.08 -0.34 0.28
H 5.021 -1.100 -6.175 0.24 0.05 0.23
H 4.293 1.216 -6.894 0.15 -0.20 -0.20
H 3.198 -0.026 -7.534 -0.10 -0.08 0.04
H 2.803 0.969 -6.089 -0.30 -0.18 -0.25
C -3.828 -3.837 0.165 0.95 -0.21 0.59
Cl -2.780 -4.311 -1.178 -0.03 -0.06 -0.04
Cl -2.806 -3.339 1.570 -0.32 0.18 -0.58
Cl -4.791 -5.188 0.713 -0.45 -0.07 -0.23
H -4.425 -3.008 -0.189 -0.14 0.03 0.30
C -1.695 4.713 1.730 0.22 0.02 -0.25
Cl -3.121 5.505 2.403 0.02 -0.16 -0.12
Cl -0.320 5.824 1.759 -0.03 -0.05 0.00
Cl -1.961 4.119 0.077 -0.09 0.19 0.26
H -1.433 3.858 2.339 -0.15 -0.01 0.07
```
Forces are in eV/Å.


2.
Below is a cluster of 2 separate species, C4H9N3O2 in total, with properties calculated with ωB97M-V with the def2-TZVPD basis set.

For the strongest force on any atom, the calculation gives 4.1 eV/A. For the HOMO-LUMO gap, the calculation gives 0.269 hartree. As for the HOMO energy: -6.8 eV. The calculation puts the total energy at -12856.355 eV.

Geometry as XYZ:
```
18
Properties=species:S:1:pos:R:3:forces:R:3
C 0.955 -0.623 0.028 0.57 -2.73 2.54
C -3.520 -0.101 0.042 0.02 0.43 -2.92
C 1.064 -2.159 -0.049 3.27 -0.15 0.10
C 0.116 2.161 -0.295 3.04 2.28 -0.41
N 0.982 -0.165 1.408 0.64 -0.85 -1.27
N 0.026 1.158 -1.223 -0.47 0.31 -2.96
N 0.509 0.009 -1.005 0.22 -0.53 0.74
O -3.221 -0.322 1.130 -0.06 -0.08 0.82
O -3.748 0.109 -1.097 0.08 -0.33 2.07
H 0.814 -2.585 0.947 -0.18 0.37 -0.84
H 0.485 -2.639 -0.853 0.20 0.28 0.28
H 2.232 -2.480 -0.184 -2.65 0.58 0.10
H 1.013 2.270 0.355 -0.53 -0.45 -0.14
H 0.141 3.068 -0.891 0.28 0.52 -0.17
H -0.768 2.304 0.164 -3.07 0.24 2.70
H 1.907 -0.207 1.892 -1.25 0.29 -0.91
H 0.478 0.681 1.509 0.04 0.82 0.52
H 0.535 -0.479 -1.878 -0.14 -1.00 -0.23
```
Forces are in eV/Å.


3.
Below is a cluster of 2 separate species, C3H2N2O2 in total, with properties calculated with ωB97M-V with the def2-TZVPD basis set.

For the strongest force on any atom, the calculation gives 3.5 eV/A. For the HOMO-LUMO gap, the calculation gives 0.338 hartree. As for the HOMO energy: -8.4 eV. The calculation puts the total energy at -10216.303 eV.

Geometry as XYZ:
```
9
Properties=species:S:1:pos:R:3:forces:R:3
C 1.410 2.330 -0.182 0.10 -0.01 -0.19
C -1.052 -0.761 -0.118 -1.20 -0.23 -0.39
C 0.711 -2.186 0.682 -0.25 0.18 0.16
N 0.162 -1.165 0.426 -1.24 3.13 -0.92
N -1.276 0.548 -0.248 0.13 -1.18 0.51
O 1.644 2.084 -1.255 0.05 0.06 0.15
O 1.338 -3.075 1.029 1.19 -1.86 0.45
H -2.189 0.925 -0.425 -0.50 -0.95 -0.55
H -0.747 1.300 0.091 1.73 0.85 0.79
```
Forces are in eV/Å.


4.
Below is an isolated molecule of C2H3IN2O, with properties calculated with ωB97M-V with the def2-TZVPD basis set.

Its expectation value of S² is 2.029. For the strongest force on any atom, the calculation gives 3.5 eV/A. The spin multiplicity is 3. For the HOMO-LUMO gap (alpha / beta), the calculation gives 0.196 / 0.235 hartree. As for the HOMO energy (alpha / beta): -6.4 / -9.1 eV. The calculation puts the total energy at -15243.892 eV.

Geometry as XYZ:
```
9
Properties=species:S:1:pos:R:3:forces:R:3
C -0.285 0.073 -0.215 3.48 0.41 0.25
C 0.924 -0.036 0.404 -2.37 0.38 -0.20
N 2.150 2.260 -0.078 -0.58 -0.64 -0.33
N 2.010 0.541 -0.111 0.11 1.09 0.03
O 1.178 2.751 0.269 -0.02 0.17 0.14
I 3.962 -0.326 0.006 1.92 -0.93 0.14
H -1.051 -0.305 0.364 -2.18 -0.67 0.10
H -0.155 0.431 -1.209 -1.28 0.40 -0.68
H 0.869 -0.554 1.344 0.92 -0.21 0.54
```
Forces are in eV/Å.